14
Properties=species:S:1:pos:R:3:forces:R:3 method="wB97M-V/def2-TZVPD" smiles="O=C1N2C=CC[NH2+]N12" relative_energy_kcal_mol=108.62 charge=+1 energy_ha=-395.07549
O -3.182 0.324 -0.567 0.56 -0.65 -0.34
C -2.132 0.036 -0.128 -2.03 2.15 -0.84
N -1.348 -0.890 0.404 -0.09 2.58 1.27
C -0.241 -1.455 -0.077 3.20 -4.73 -0.14
C 1.030 -1.026 -0.091 -0.81 2.23 0.74
C 1.308 0.435 0.227 -0.50 -1.12 -2.44
N 0.082 1.216 -0.123 0.36 0.71 0.34
N -1.127 0.762 0.609 0.72 -0.36 0.66
H -0.391 -2.566 -0.063 0.19 0.91 -0.62
H 1.936 -1.589 -0.083 -0.09 -0.98 -0.55
H 1.614 0.569 1.193 0.27 0.46 2.84
H 2.093 0.909 -0.366 -0.02 -0.37 -0.35
H 0.300 2.234 0.218 -1.19 -1.96 -1.24
H 0.057 1.040 -1.155 -0.57 1.13 0.67

***

14
Properties=species:S:1:pos:R:3:forces:R:3 method="wB97M-V/def2-TZVPD" relative_energy_kcal_mol=79.99 charge=+1 energy_ha=-395.12112
H -0.238 -2.798 0.901 -0.25 -0.31 -0.25
N -0.367 -1.886 0.484 0.99 1.75 0.36
C -1.239 -1.590 -0.374 -0.39 -1.06 0.06
C -1.328 -0.250 -0.906 0.45 0.95 0.07
C -0.494 0.766 -0.611 -0.74 -0.57 -0.25
C 0.658 0.779 0.268 -0.26 1.24 -0.15
N 1.354 1.936 0.385 0.08 -0.43 0.22
N 1.173 -0.278 0.820 0.67 -2.22 0.44
O 1.825 -0.653 1.733 -0.54 0.72 -0.39
H -1.972 -2.313 -0.738 0.10 -0.03 0.02
H -2.141 -0.063 -1.591 -0.02 0.09 -0.09
H -0.699 1.734 -1.051 0.03 0.00 0.00
H 1.343 2.622 -0.355 -0.10 -0.12 -0.04
H 2.125 1.995 1.034 -0.02 0.00 -0.01

***

17
Properties=species:S:1:pos:R:3:forces:R:3 method="wB97M-V/def2-TZVPD" energy_ha=-1210.26365
C -0.084 0.564 -0.074 3.78 -0.39 -0.16
C 1.722 2.146 -0.075 0.10 0.05 0.00
C 2.716 -0.231 0.039 -0.06 0.22 0.04
C -2.685 0.975 0.058 0.41 -0.05 0.03
N 0.386 1.680 -0.073 -1.10 -0.55 0.03
N 2.685 1.198 0.045 0.72 -0.09 0.06
N 1.564 -0.847 -0.162 -3.19 2.14 0.02
O 1.939 3.323 -0.150 0.10 0.18 0.00
O 3.789 -0.765 0.201 0.59 0.00 0.04
P 1.258 -2.498 -0.121 -0.06 -0.24 -0.05
S -1.437 -0.366 -0.051 -1.20 -0.63 0.01
H -2.529 1.531 0.976 -0.03 0.01 0.04
H -3.652 0.484 0.069 -0.05 -0.10 0.00
H -2.599 1.630 -0.801 0.00 0.00 -0.07
H 3.625 1.577 0.120 -0.26 -0.03 -0.04
H 2.220 -2.858 0.828 0.14 -0.25 0.40
H 2.106 -2.870 -1.171 0.11 -0.29 -0.36

***

14
Properties=species:S:1:pos:R:3:forces:R:3 method="wB97M-V/def2-TZVPD" relative_energy_kcal_mol=150.20 energy_ha=-374.82201
C -0.111 0.856 0.119 -3.17 -1.88 -4.47
C 1.026 -0.085 0.132 -1.19 1.42 -0.66
C -1.601 0.246 -1.057 2.10 1.00 5.42
C 0.610 -1.233 0.933 5.55 -1.38 -0.05
N -0.022 2.276 0.192 0.87 1.33 -1.06
N -0.396 1.719 1.196 -0.88 -0.05 2.08
N 2.345 0.474 -0.195 0.73 -0.27 1.11
N 1.879 -0.254 -1.040 -0.55 0.05 -0.88
H -2.343 0.997 -0.958 -0.62 0.75 0.22
H -1.964 -0.694 -0.663 0.19 -0.19 -0.27
H -1.182 0.275 -1.977 1.32 -0.38 -2.83
H -0.068 -1.799 0.417 -1.92 -1.40 -1.26
H 0.266 -0.908 1.840 -0.94 0.46 2.40
H 1.560 -1.870 1.059 -1.49 0.51 0.25

***

14
Properties=species:S:1:pos:R:3:forces:R:3 method="wB97M-V/def2-TZVPD" smiles="C=NN/C(N)=C/C#N" relative_energy_kcal_mol=53.09 energy_ha=-374.97677
C 1.919 0.348 1.514 0.82 -0.05 -0.33
N 0.917 1.113 1.698 0.36 -0.68 -0.40
N -0.151 1.011 0.823 -1.75 1.39 1.25
C -0.374 0.167 -0.230 0.04 -1.59 -0.83
N 0.584 0.028 -1.236 -0.80 0.26 -0.19
C -1.528 -0.553 -0.235 0.06 0.30 0.25
C -1.946 -1.322 -1.336 -0.22 -0.92 -1.32
N -2.241 -1.986 -2.244 0.29 0.75 0.88
H 2.804 0.476 2.165 -0.82 0.01 -0.18
H 2.035 -0.384 0.688 -0.33 0.49 0.53
H -1.063 1.258 1.288 1.82 -0.23 -0.56
H 1.005 0.923 -1.489 -0.06 -0.46 -0.04
H 0.196 -0.499 -2.045 0.61 0.66 0.80
H -2.157 -0.581 0.639 -0.02 0.07 0.14

***

14
Properties=species:S:1:pos:R:3:forces:R:3 method="wB97M-V/def2-TZVPD" smiles="C1=NNC2=NNC[C@H]12" relative_energy_kcal_mol=92.70 energy_ha=-374.91364
C -0.061 -0.872 1.461 -2.88 -2.49 0.72
N -1.219 -1.475 1.191 2.89 0.57 1.18
N -1.777 -0.820 0.091 -2.82 -2.78 1.38
C -0.903 -0.037 -0.443 3.00 3.61 -4.96
N -0.598 0.543 -1.593 -3.10 -1.98 1.98
N 0.480 1.371 -1.284 2.70 -1.09 -0.83
C 1.252 0.638 -0.206 -1.58 -1.67 -1.88
C 0.046 0.279 0.581 3.15 -0.11 1.38
H 0.575 -1.325 2.252 -0.58 0.82 -0.62
H -2.256 -1.509 -0.424 -1.06 -0.36 -0.90
H 1.085 1.181 -2.079 -0.06 1.10 -0.46
H 2.068 1.228 0.023 1.29 1.36 1.61
H 1.645 -0.358 -0.532 -0.02 0.61 -0.49
H -0.337 1.154 0.961 -0.91 2.41 1.89

***

14
Properties=species:S:1:pos:R:3:forces:R:3 method="wB97M-V/def2-TZVPD" smiles="C1=NC2=NNC[C@H]2N1" relative_energy_kcal_mol=81.40 energy_ha=-374.93164
C 0.293 2.050 0.159 -2.09 1.60 -2.06
N -0.920 1.810 -0.307 2.91 0.47 1.37
C -0.895 0.423 -0.322 2.29 4.58 4.05
N -1.594 -0.249 -0.997 -3.10 -6.03 -3.21
N -1.185 -1.630 -0.699 1.59 1.69 1.19
C 0.301 -1.486 -0.079 -1.81 -2.78 0.52
C 0.196 -0.142 0.564 -0.53 1.26 2.38
N 1.200 1.025 0.364 0.35 -1.69 3.94
H 0.585 3.086 0.110 0.58 0.19 0.60
H -1.156 -2.051 -1.589 0.22 -0.88 -1.15
H 1.112 -1.403 -0.755 0.49 -0.10 -1.47
H 0.442 -2.511 0.463 -0.13 2.36 -0.27
H -0.096 -0.071 1.736 0.33 -0.59 -2.75
H 1.718 1.149 1.350 -1.10 -0.07 -3.15

***

14
Properties=species:S:1:pos:R:3:forces:R:3 method="wB97M-V/def2-TZVPD" smiles=C[C@@H]1Nc2n[nH]nc21 relative_energy_kcal_mol=132.69 energy_ha=-374.84991
C 2.001 -0.440 0.245 2.68 4.95 3.16
C 0.806 -0.050 -0.445 -0.67 -2.43 -2.73
N 0.308 1.267 -0.400 -1.50 5.57 1.99
C -1.010 0.843 0.073 -0.70 -0.48 -1.00
N -2.352 1.005 0.092 2.98 -1.72 -0.71
N -2.646 -0.375 -0.165 -4.16 -0.30 4.14
N -1.606 -1.218 -0.225 -0.41 -1.99 0.27
C -0.560 -0.484 -0.019 -2.25 0.09 -0.33
H 2.861 0.021 -0.334 -0.67 -0.39 1.00
H 2.200 -1.429 0.305 0.22 -3.24 0.14
H 2.021 0.031 1.383 0.04 -1.24 -2.75
H 0.992 -0.275 -1.542 -0.56 -0.03 1.02
H 0.511 1.854 0.423 1.70 -0.04 -0.77
H -3.527 -0.751 0.608 3.30 1.23 -3.43

***

15
Properties=species:S:1:pos:R:3:forces:R:3 method="wB97M-V/def2-TZVPD" smiles="[H]/N=C(/N)c1ccnn1O" relative_energy_kcal_mol=116.19 energy_ha=-450.10350
H -1.292 2.084 -0.165 3.00 2.61 -0.65
N -1.905 1.397 0.015 -2.00 -8.11 0.09
C -1.424 0.099 -0.099 -1.37 4.78 0.54
N -2.273 -0.935 -0.034 -3.44 1.22 1.89
C -0.043 -0.231 -0.108 0.89 0.75 -1.62
C 0.861 -1.280 -0.102 -2.13 -7.50 -1.50
C 2.125 -0.851 0.010 2.09 1.29 1.80
N 2.061 0.461 0.118 0.95 0.07 -1.83
N 0.785 0.799 -0.217 6.03 -0.82 2.20
O 0.747 2.083 0.009 -8.04 2.11 1.04
H -1.966 -1.815 0.415 -0.34 1.06 -0.31
H -3.121 -0.364 0.416 1.50 -2.60 -1.22
H 0.821 -2.475 -0.425 -1.07 3.32 1.27
H 3.065 -1.379 0.302 -1.08 0.43 -0.81
H 1.559 2.407 -0.134 5.01 1.39 -0.88

***

16
Properties=species:S:1:pos:R:3:forces:R:3 method="wB97M-V/def2-TZVPD" relative_energy_kcal_mol=90.26 energy_ha=-525.46505
C -1.284 -1.881 -0.685 0.39 0.26 0.05
C 0.747 -1.371 -0.971 -0.33 0.48 0.05
C 0.914 0.253 2.136 0.24 0.23 -0.16
C 0.618 0.995 -0.238 0.17 1.27 0.30
N -0.131 -2.383 -1.012 -0.25 -0.54 -0.09
N -1.157 -0.544 -0.426 0.12 -0.36 -0.31
N 0.140 -0.213 -0.605 -0.30 -1.39 -0.31
N -0.394 2.005 -0.140 0.17 0.14 0.08
O -0.150 -0.188 2.212 -1.33 -0.59 0.25
O 1.992 0.641 2.261 1.25 0.33 0.33
H -2.201 -2.420 -0.610 -0.39 0.00 0.03
H 1.791 -1.461 -1.170 0.31 0.21 -0.03
H 1.604 1.229 -0.613 -0.01 -0.12 -0.07
H -1.810 0.169 -0.144 0.15 0.15 0.01
H -0.232 2.768 -0.791 -0.20 -0.08 0.06
H -0.449 2.401 0.795 0.01 0.01 -0.22

***

16
Properties=species:S:1:pos:R:3:forces:R:3 method="wB97M-V/def2-TZVPD" multiplicity=3 relative_energy_kcal_mol=104.82 energy_ha=-525.20111
C -0.393 1.908 -0.053 -0.54 5.21 6.49
C -0.932 0.861 0.766 0.23 0.95 -1.39
C 0.694 -0.306 1.753 2.44 -1.30 -0.59
C -0.479 0.143 -1.495 -2.75 0.24 -0.45
N 1.566 -0.752 2.545 -0.86 0.07 0.64
N 0.681 -0.742 0.391 -0.99 -0.22 0.21
N -0.190 1.649 -1.317 -0.90 -6.17 -5.30
N -0.605 -0.410 -0.110 -1.04 0.31 -0.32
O 0.140 2.351 -2.295 0.32 0.75 -0.30
O -0.167 0.653 1.956 -1.34 -0.19 0.37
H -0.285 3.036 0.213 -0.44 -2.47 -0.11
H -1.460 -0.253 -2.014 1.33 1.71 0.60
H 0.277 -0.370 -2.006 1.47 -0.42 -0.59
H 1.324 -0.287 3.427 0.73 -0.16 0.08
H 1.028 -1.658 0.102 -0.15 0.31 0.69
H -1.454 -1.120 -0.027 2.49 1.39 -0.04

***

16
Properties=species:S:1:pos:R:3:forces:R:3 method="wB97M-V/def2-TZVPD" smiles="NC(=O)[C@H](S)c1nnc[nH]1" relative_energy_kcal_mol=5.22 energy_ha=-848.46175
N 1.050 -1.996 -0.181 0.27 -4.41 0.36
C 1.543 -0.857 0.088 1.54 4.84 0.44
O 2.599 -0.603 0.720 -2.10 -1.05 -1.29
C 0.644 0.379 -0.537 1.57 -0.24 -1.03
S 1.654 1.870 -0.245 -1.32 0.31 -0.25
C -0.764 0.290 -0.116 1.67 0.16 0.69
N -1.427 -0.798 -0.378 -0.66 1.05 -0.41
N -2.720 -0.480 -0.097 -1.05 -1.43 0.83
C -2.763 0.662 0.485 1.87 0.81 -1.14
N -1.498 1.269 0.441 -0.94 -0.91 0.18
H 0.095 -2.148 -0.465 -0.27 0.35 -0.23
H 1.573 -2.792 0.210 -0.56 0.48 -0.36
H 0.474 0.318 -1.658 1.01 -0.49 1.12
H 2.432 1.040 0.457 0.83 0.11 0.58
H -3.628 1.201 0.635 -1.64 0.91 0.77
H -1.145 2.145 0.827 -0.22 -0.52 -0.28

***

12
Properties=species:S:1:pos:R:3:forces:R:3 method="wB97M-V/def2-TZVPD" relative_energy_kcal_mol=49.78 charge=+1 energy_ha=-285.64287
C -0.237 -0.553 0.602 -1.16 -0.01 0.02
C 0.925 -0.537 0.180 -1.24 -0.09 -0.03
C -1.680 -0.030 -0.132 2.18 2.50 1.30
C 2.164 -0.495 -0.412 1.22 0.99 -2.07
N -1.736 1.320 -0.045 -2.84 -1.71 -1.54
O -2.459 -0.777 -0.516 -1.30 -2.21 -0.93
H -0.503 -0.925 1.568 -0.22 -0.28 0.67
H 2.078 -0.924 -1.443 0.12 -0.04 0.69
H 2.886 -1.093 0.141 0.23 0.00 0.12
H 2.455 0.571 -0.537 0.34 -0.66 0.36
H -2.706 1.622 0.053 0.13 0.08 -0.57
H -1.186 1.821 0.541 2.53 1.44 2.00

***

12
Properties=species:S:1:pos:R:3:forces:R:3 method="wB97M-V/def2-TZVPD" relative_energy_kcal_mol=155.78 charge=+1 energy_ha=-285.47395
C 0.578 1.637 0.365 1.47 -2.21 -2.47
C -0.458 -1.793 1.847 0.66 0.98 -1.66
C 1.479 1.028 -0.370 -2.07 2.62 1.95
C -0.644 -0.173 -1.173 -1.78 3.69 1.64
N 0.292 0.299 -0.153 -0.66 -2.15 1.91
O 0.625 -2.064 1.626 -2.05 -0.38 1.13
H 0.022 2.258 0.962 -0.75 1.59 1.12
H 2.325 1.248 -0.918 1.76 -0.50 -1.14
H -1.609 -1.690 1.858 1.86 -0.53 0.28
H -1.722 0.186 -0.870 1.98 -0.64 -0.83
H -0.583 -1.196 -1.090 -0.06 -2.37 -0.59
H -0.304 0.261 -2.082 -0.35 -0.09 -1.34

***

12
Properties=species:S:1:pos:R:3:forces:R:3 method="wB97M-V/def2-TZVPD" relative_energy_kcal_mol=132.95 charge=+1 energy_ha=-285.51033
C -1.234 -1.637 1.731 -0.68 3.28 -1.30
C -1.633 -0.547 1.179 -0.42 -0.68 -0.66
C -0.430 0.829 -0.496 1.80 2.13 -2.51
C 1.976 0.480 -1.064 0.45 0.49 -4.11
N 0.675 0.279 -0.570 -2.78 0.18 2.52
O -1.542 0.382 0.287 0.11 0.61 -0.15
H -1.341 -2.550 2.184 0.27 -2.08 1.02
H -2.714 -0.446 1.561 0.75 -0.80 0.60
H -0.818 1.804 -1.084 0.71 -2.29 1.60
H 2.311 1.542 -1.501 -1.38 -2.21 0.63
H 2.727 0.248 -0.372 0.69 -0.52 1.40
H 2.022 -0.384 -1.854 0.47 1.90 0.97

***

12
Properties=species:S:1:pos:R:3:forces:R:3 method="wB97M-V/def2-TZVPD" relative_energy_kcal_mol=106.60 charge=+1 energy_ha=-285.55233
C -0.644 -0.934 1.003 0.76 0.00 1.64
C -1.442 -1.069 -0.011 -0.38 0.05 -0.25
C 0.369 0.132 0.730 1.24 -1.48 0.65
C -1.905 -0.656 -1.206 -1.76 -0.70 -0.78
N 0.318 0.596 -0.628 -0.50 -1.31 -0.14
O -2.814 -1.318 -0.543 -0.02 -0.12 -0.65
H -0.573 -1.382 2.039 -0.80 0.39 -1.56
H 0.018 0.848 1.432 -0.06 1.31 0.66
H 1.283 -0.319 1.222 -0.07 0.86 -1.10
H -1.975 -0.335 -2.283 0.33 -0.05 1.30
H 1.037 1.174 -1.012 0.59 0.41 0.46
H 0.252 -0.251 -1.196 0.67 0.64 -0.23

***

14
Properties=species:S:1:pos:R:3:forces:R:3 method="wB97M-V/def2-TZVPD" smiles="CCC(=O)NC(=O)[O-]" relative_energy_kcal_mol=17.61 charge=-1 energy_ha=-436.57112
C -1.214 0.862 -1.356 0.68 0.70 -1.41
C -0.253 1.246 -0.190 -1.99 -1.12 0.64
C -0.069 -0.019 0.684 1.34 1.00 -0.59
O -0.737 -0.149 1.700 -0.11 -0.31 -0.30
N 0.921 -0.833 0.250 -1.57 -0.72 1.96
C 1.302 -1.946 1.350 0.47 -0.31 -0.42
O 0.667 -2.984 1.229 -0.10 0.19 -0.22
O 2.180 -1.571 2.121 0.05 0.26 -0.21
H -2.112 1.449 -1.577 0.01 0.18 0.87
H -1.508 -0.186 -1.402 0.15 -0.03 0.36
H -0.637 1.063 -2.274 -0.11 -0.44 -0.01
H -0.714 1.927 0.529 0.15 0.32 -0.43
H 0.672 1.622 -0.591 0.37 0.21 0.03
H 1.502 -0.482 -0.473 0.65 0.05 -0.28

***

14
Properties=species:S:1:pos:R:3:forces:R:3 method="wB97M-V/def2-TZVPD" smiles="C[C@@H](C=O)NC(=O)[O-]" relative_energy_kcal_mol=29.80 charge=-1 energy_ha=-436.55170
C 2.049 -0.403 0.604 1.79 -0.40 -0.71
C 1.037 0.120 -0.421 -1.97 -0.58 0.97
C 0.287 -1.131 -0.909 0.23 -0.54 0.47
O 0.804 -1.982 -1.604 0.11 0.40 -0.29
N 0.133 1.129 0.199 0.52 -0.13 -0.95
C -1.266 0.857 0.599 0.73 0.26 -0.24
O -1.467 -0.249 1.131 -0.14 -0.16 0.22
O -2.021 1.812 0.361 -0.26 -0.03 0.13
H 3.075 -0.190 0.262 -0.14 0.10 0.03
H 1.986 0.018 1.594 -0.58 0.31 0.14
H 2.059 -1.493 0.688 -0.32 0.06 0.06
H 1.441 0.562 -1.332 0.56 0.01 0.27
H -0.690 -1.317 -0.441 -0.14 0.31 -0.24
H 0.134 1.913 -0.429 -0.38 0.38 0.16

***

14
Properties=species:S:1:pos:R:3:forces:R:3 method="wB97M-V/def2-TZVPD" relative_energy_kcal_mol=148.24 charge=-1 energy_ha=-436.36296
O 1.262 -2.471 -1.440 0.07 0.75 -0.13
C 0.499 -1.541 -1.800 -0.22 -0.93 0.32
C 0.345 0.366 1.043 -0.07 -1.46 4.07
C -1.030 -0.269 0.846 -0.29 0.84 -0.88
N 0.543 1.345 1.992 -0.56 -0.73 -2.18
C 0.376 1.778 0.273 0.48 3.01 -1.21
O -0.734 -1.596 -1.987 -0.09 0.25 -0.14
O -0.510 2.063 -0.484 -0.74 -0.80 0.17
H 0.944 -0.516 -1.950 0.27 -0.04 -0.01
H 1.155 -0.366 1.056 0.26 -0.05 -1.20
H -1.424 -0.084 -0.152 0.19 0.00 -0.11
H -0.959 -1.352 0.888 0.09 -0.01 0.47
H -1.713 0.217 1.542 -0.08 -0.42 0.23
H 1.246 2.428 0.175 0.68 -0.41 0.60